{
  "formula": "C6H7NO4",
  "method": "ωB97M-V with the def2-TZVPD basis set",
  "homo_ev": -9.23,
  "relative_energy_kcal_mol": 96.3,
  "total_charge": 0,
  "orbital_gap_ev": 9.69,
  "elements": ["O", "O", "O", "O", "N", "C", "C", "C", "C", "C", "C", "H", "H", "H", "H", "H", "H", "H"],
  "coordinates": [[3.5436, 1.9899, -0.1456], [0.5300, -2.9206, -0.5815], [1.4660, -1.0207, 1.6731], [2.7171, -1.0119, -0.2115], [2.4181, 1.7154, 0.1137], [-0.9186, 0.5961, -0.5648], [1.2789, 1.5770, 0.2860], [1.5416, -1.1020, 0.4445], [0.3632, -1.5723, -0.3730], [-0.0967, 1.2408, 0.6222], [-0.7462, -0.8326, -0.7980], [-0.0942, 0.4264, 1.4101], [-1.8964, 0.8725, -0.3847], [-1.4692, -1.2676, -1.4782], [-0.5637, 2.1867, 0.8672], [0.0695, -3.2466, -1.4584], [3.4301, -0.5974, 0.2064], [-0.4278, 1.2068, -1.4481]]
}

{
  "formula": "C7H8O5Sc",
  "method": "ωB97M-V with the def2-TZVPD basis set",
  "homo_ev": -24.24,
  "total_charge": 3,
  "orbital_gap_ev": 9.15,
  "elements": ["Sc", "O", "O", "O", "O", "O", "C", "C", "C", "C", "C", "C", "C", "H", "H", "H", "H", "H", "H", "H", "H"],
  "coordinates": [[-1.2505, -0.4979, 0.0258], [-0.2955, -3.7569, 0.7091], [-1.7960, 0.0159, 3.4364], [-1.4132, -1.2929, -3.3657], [-2.8220, 2.5204, -0.6457], [0.4858, 0.1934, -0.0098], [-0.7659, -2.7245, 0.4824], [-1.4713, -1.0736, -2.2346], [1.6462, 0.6553, -0.0339], [-1.7270, -0.2010, 2.2960], [-2.4434, 1.4422, -0.4154], [2.5841, 0.0624, -0.9736], [1.9528, 1.7440, 0.8802], [2.7173, -1.0179, -0.7840], [1.7871, 1.4476, 1.9315], [3.5554, 0.5957, -0.8578], [3.0202, 2.0224, 0.7224], [-3.7865, -1.0959, -0.0020], [-3.5008, -1.8056, 0.1512], [1.3003, 2.6178, 0.7013], [2.2228, 0.1491, -2.0138]]
}

{
  "formula": "C3H9N3",
  "method": "ωB97M-V with the def2-TZVPD basis set",
  "homo_ev": -7.93,
  "relative_energy_kcal_mol": 42.1,
  "total_charge": 0,
  "orbital_gap_ev": 8.94,
  "elements": ["N", "N", "N", "C", "C", "C", "H", "H", "H", "H", "H", "H", "H", "H", "H"],
  "coordinates": [[0.8207, 2.9658, -2.8005], [-1.5888, -1.3112, 2.0089], [-0.2983, 1.2297, -1.8364], [0.7555, -1.8053, 2.3296], [-0.5421, -1.9863, 2.5991], [0.4888, 1.6438, -2.7531], [1.4313, -2.6159, 2.5680], [1.5824, 3.2695, -3.3700], [-0.8295, -2.7701, 3.2952], [-1.4345, -0.9744, 1.0753], [-2.5148, -1.4312, 2.3724], [0.2544, 3.4688, -2.1362], [1.1774, -0.9362, 1.8431], [0.8187, 0.9984, -3.5684], [-0.1212, 0.2546, -1.6271]]
}